(1)
Density functional theory data (wB97M-V/def2-TZVPD) for 4 unconnected molecules or ions with the total composition C14H22ClN2O3 at a distorted geometry.

Each line ends with the Löwdin charge.
Element x y z (Å)
Cl1 -5.611 -2.029 1.149  0.229
N1 -5.428 -1.377 -0.492  -0.546
C1 -4.022 -1.053 -0.555  -0.601
C2 -3.661 0.246 -0.079  -0.084
C3 -2.292 0.656 -0.059  -0.079
C4 -1.407 -0.370 -0.552  -0.110
C5 -1.942 -1.585 -1.019  -0.209
N2 -3.224 -2.028 -1.066  0.090
H1 -4.445 0.932 0.277  0.082
H2 -1.977 1.642 0.312  0.073
H3 -0.316 -0.203 -0.566  0.052
H4 -1.197 -2.315 -1.418  0.084
C6 4.243 0.057 -0.318  -0.025
C7 2.914 0.744 -0.125  -0.491
O1 1.873 0.168 -0.344  0.071
C8 2.932 2.176 0.350  -0.023
H5 4.073 -0.963 -0.661  0.051
H6 4.829 0.589 -1.071  0.082
H7 4.788 0.025 0.628  0.085
H8 3.462 2.801 -0.372  0.080
H9 3.417 2.239 1.326  0.082
H10 1.909 2.539 0.443  0.083
C9 -2.470 2.162 4.982  -0.029
C10 -2.754 2.442 3.527  -0.499
O2 -1.897 2.319 2.683  0.061
C11 -4.152 2.880 3.167  -0.021
H11 -1.430 1.856 5.094  0.078
H12 -2.637 3.063 5.575  0.078
H13 -3.113 1.355 5.338  0.086
H14 -4.393 3.814 3.681  0.079
H15 -4.868 2.104 3.444  0.091
H16 -4.213 3.045 2.092  0.079
C12 2.878 -4.018 -3.515  -0.021
C13 3.597 -2.801 -2.993  -0.493
O3 4.159 -2.812 -1.920  0.054
C14 3.588 -1.568 -3.861  -0.017
H17 2.965 -4.827 -2.790  0.082
H18 1.820 -3.790 -3.661  0.090
H19 3.326 -4.340 -4.457  0.082
H20 2.562 -1.235 -4.023  0.093
H21 4.068 -1.784 -4.819  0.083
H22 4.141 -0.772 -3.364  0.071

Total energy, a.u.: -1342.0193
Kohn-Sham gap, eV: 4.334
Total charge: -1
LUMO level, eV: 2.411
HOMO, hartree: -0.0706

=====

(2)
Density functional theory data (wB97M-V/def2-TZVPD) for a molecular structure, C61H53N7O5PS5Zr at a distorted geometry.

Each line ends with the Löwdin charge.
Element x y z (Å)
Zr1 1.622 -0.128 -0.773  1.399
C1 -7.970 -1.725 -3.229  -0.094
O1 -6.815 -1.539 -4.024  -0.085
C2 -5.635 -1.335 -3.370  -0.280
C3 -5.512 -1.263 -1.990  -0.011
C4 -4.253 -1.052 -1.428  -0.021
C5 -3.128 -0.910 -2.222  -0.159
C6 -3.271 -0.967 -3.611  -0.014
C7 -4.508 -1.187 -4.178  0.010
C8 -1.806 -0.649 -1.592  -0.084
C9 -0.118 1.222 -1.248  -0.325
C10 0.302 2.166 -2.410  -0.058
C11 -0.651 2.245 -3.338  0.027
C12 -1.825 1.502 -2.742  -0.128
N1 -1.171 0.460 -1.959  0.032
C13 -2.591 2.307 -1.942  -0.069
C14 -2.238 2.320 -0.539  -0.151
C15 -2.790 2.980 0.537  -0.023
C16 -1.812 3.040 1.530  -0.018
C17 -0.663 2.376 1.087  -0.116
C18 0.491 2.220 2.009  -0.109
C19 0.486 3.207 3.137  -0.231
C20 1.032 4.480 2.977  -0.001
C21 1.050 5.388 4.018  0.004
C22 0.504 5.042 5.250  -0.285
O2 0.567 6.002 6.221  -0.090
C23 0.000 5.689 7.476  -0.098
C24 -0.056 3.781 5.431  -0.016
C25 -0.053 2.877 4.370  -0.037
C26 1.352 1.191 2.123  -0.335
N2 1.296 0.051 1.326  -0.129
C27 1.655 -1.018 2.123  -0.256
C28 1.070 -2.249 1.938  -0.095
C29 1.152 -3.345 2.939  -0.182
C30 1.076 -3.102 4.316  -0.018
C31 1.077 -4.131 5.239  0.001
C32 1.125 -5.454 4.812  -0.288
O3 1.099 -6.406 5.791  -0.090
C33 0.989 -7.754 5.377  -0.094
C34 1.189 -5.730 3.452  -0.012
C35 1.202 -4.677 2.543  -0.056
C36 0.024 -2.325 0.923  -0.249
C37 -1.094 -3.213 0.853  -0.016
C38 -1.920 -2.739 -0.138  -0.004
C39 -1.308 -1.568 -0.662  -0.227
N3 -0.097 -1.387 -0.025  -0.020
C40 2.379 -0.464 3.288  -0.017
C41 2.192 0.863 3.289  0.015
N4 -0.924 1.946 -0.200  0.104
C42 -3.497 3.292 -2.539  -0.158
C43 -4.294 2.882 -3.601  0.002
C44 -5.224 3.740 -4.185  -0.009
C45 -5.356 5.032 -3.696  -0.282
O4 -6.254 5.942 -4.168  -0.086
C46 -7.028 5.565 -5.292  -0.091
C47 -4.538 5.470 -2.651  0.002
C48 -3.627 4.610 -2.080  -0.011
H1 -8.790 -1.906 -3.918  0.088
H2 -8.189 -0.835 -2.632  0.092
H3 -7.861 -2.585 -2.564  0.093
H4 -6.369 -1.358 -1.341  0.099
H5 -4.161 -0.962 -0.353  0.124
H6 -2.402 -0.857 -4.249  0.078
H7 -4.623 -1.247 -5.252  0.123
H8 1.251 2.678 -2.415  0.069
H9 -0.649 2.817 -4.252  0.112
H10 -3.788 3.387 0.578  0.111
H11 -1.922 3.481 2.507  0.104
H12 1.458 4.752 2.017  0.122
H13 1.486 6.371 3.900  0.118
H14 0.138 6.567 8.101  0.088
H15 0.500 4.835 7.939  0.092
H16 -1.068 5.473 7.388  0.092
H17 -0.488 3.488 6.376  0.097
H18 -0.488 1.892 4.504  0.129
H19 0.981 -2.084 4.671  0.109
H20 1.012 -3.929 6.300  0.117
H21 0.852 -8.342 6.281  0.088
H22 1.894 -8.090 4.863  0.092
H23 0.129 -7.899 4.719  0.093
H24 1.230 -6.745 3.086  0.101
H25 1.250 -4.914 1.487  0.107
H26 -1.269 -4.063 1.493  0.100
H27 -2.862 -3.157 -0.452  0.109
H28 2.927 -1.045 4.015  0.107
H29 2.527 1.572 4.030  0.119
H30 -4.199 1.863 -3.958  0.108
H31 -5.838 3.378 -4.996  0.100
H32 -7.633 6.430 -5.549  0.088
H33 -7.684 4.723 -5.059  0.092
H34 -6.394 5.301 -6.141  0.095
H35 -4.640 6.491 -2.306  0.118
H36 -2.976 4.963 -1.289  0.118
S1 6.596 5.188 -3.462  0.456
C49 5.542 4.053 -2.883  -1.534
S2 5.132 2.608 -3.723  0.895
C50 4.031 1.938 -2.543  -1.151
C51 3.834 2.682 -1.441  -1.148
S3 2.834 2.214 -0.103  0.624
S4 4.721 4.186 -1.377  0.890
S5 3.282 0.400 -2.811  0.575
C52 6.816 -0.313 0.569  -0.143
C53 5.351 -0.007 0.260  -0.422
P1 4.273 -1.431 -0.178  0.907
C54 4.699 -2.596 1.185  -0.399
C55 4.133 -3.995 0.967  -0.144
C56 5.245 -2.191 -1.559  -0.411
C57 4.465 -2.989 -2.601  -0.162
H37 7.387 0.617 0.583  0.072
H38 7.273 -0.962 -0.181  0.061
H39 6.940 -0.786 1.544  0.061
H40 5.277 0.677 -0.586  0.038
H41 4.875 0.506 1.097  0.054
H42 4.322 -2.171 2.119  0.066
H43 5.786 -2.649 1.259  0.067
H44 3.054 -3.959 0.821  0.021
H45 4.316 -4.639 1.829  0.076
H46 4.578 -4.471 0.090  0.067
H47 6.006 -2.828 -1.099  0.074
H48 5.758 -1.360 -2.048  0.071
H49 3.894 -3.803 -2.152  0.046
H50 5.154 -3.426 -3.328  0.072
H51 3.771 -2.348 -3.143  0.029
N5 1.329 -3.698 -1.586  0.211
C58 0.943 -2.732 -2.444  -0.477
O5 1.380 -1.534 -2.266  -0.307
C59 0.119 -3.055 -3.529  -0.191
C60 -0.186 -2.083 -4.521  -0.213
N6 -0.431 -1.297 -5.329  0.153
C61 -0.418 -4.367 -3.617  -0.238
N7 -0.829 -5.446 -3.605  0.125
H52 1.706 -3.392 -0.702  0.067
H53 0.800 -4.556 -1.577  0.106

Total energy, a.u.: -5495.2474
Kohn-Sham gap, eV: 5.811
Total charge: -1
LUMO level, eV: 1.381
Energy above the lowest of the compared OMol25 structures with the same formula, charge and spin, eV: 5.320
HOMO, hartree: -0.1628

=====

(3)
Density functional theory data (wB97M-V/def2-TZVPD) for a molecular structure, C49H59BrN7O4P2S2Sn at a distorted geometry.

Each line ends with the Löwdin charge.
Element x y z (Å)
Sn1 -0.244 1.405 -0.639  0.945
C1 0.989 -7.271 3.472  -0.391
S1 1.747 -7.339 1.826  0.811
C2 0.380 -6.630 0.857  -0.479
C3 0.332 -5.108 0.946  -0.252
C4 1.553 -4.492 0.261  -0.172
N1 -0.032 -2.386 -0.256  -0.158
P1 0.414 -1.009 2.085  1.179
C5 -0.214 -2.432 3.071  -0.363
C6 -1.564 -2.758 2.945  -0.110
C7 -2.119 -3.763 3.718  -0.071
C8 -1.339 -4.444 4.638  -0.075
C9 0.000 -4.120 4.781  -0.093
C10 0.562 -3.125 4.001  -0.093
C11 1.852 -0.636 3.164  -0.371
C12 1.464 0.008 4.341  -0.135
C13 2.383 0.286 5.335  -0.087
C14 3.702 -0.114 5.191  -0.077
C15 4.100 -0.732 4.019  -0.069
C16 3.189 -0.969 3.001  -0.082
P2 -0.795 -1.417 -1.428  0.959
C17 -2.038 -2.726 -1.786  -0.339
C18 -1.692 -3.826 -2.560  -0.075
C19 -2.586 -4.867 -2.728  -0.064
C20 -3.830 -4.816 -2.119  -0.075
C21 -4.175 -3.728 -1.334  -0.081
C22 -3.283 -2.681 -1.171  -0.106
C23 0.247 -1.610 -2.917  -0.393
C24 -0.277 -1.009 -4.059  -0.164
C25 0.406 -1.066 -5.258  -0.076
C26 1.617 -1.736 -5.324  -0.073
C27 2.136 -2.348 -4.195  -0.067
C28 1.460 -2.277 -2.988  -0.091
H1 1.698 -7.704 4.170  0.034
H2 0.070 -7.850 3.462  0.039
H3 0.785 -6.238 3.737  -0.008
H4 -0.544 -7.075 1.225  0.077
H5 0.542 -6.951 -0.170  0.076
H6 0.305 -4.813 1.996  0.081
H7 -0.599 -4.777 0.480  0.101
H8 1.373 -4.440 -0.813  0.109
H9 2.145 -3.230 1.864  0.124
H10 -2.186 -2.213 2.246  0.091
H11 -3.168 -3.998 3.623  0.106
H12 -1.775 -5.217 5.253  0.110
H13 0.609 -4.627 5.517  0.113
H14 1.609 -2.892 4.133  0.107
H15 0.422 0.273 4.465  0.102
H16 2.068 0.783 6.240  0.109
H17 4.413 0.042 5.990  0.107
H18 5.119 -1.070 3.903  0.108
H19 3.539 -1.434 2.095  0.075
H20 -0.723 -3.861 -3.034  0.103
H21 -2.310 -5.721 -3.328  0.109
H22 -4.531 -5.624 -2.260  0.107
H23 -5.138 -3.704 -0.845  0.105
H24 -3.551 -1.825 -0.564  0.095
H25 -1.235 -0.507 -3.987  0.092
H26 0.007 -0.587 -6.139  0.108
H27 2.152 -1.797 -6.260  0.106
H28 3.071 -2.889 -4.251  0.108
H29 1.876 -2.746 -2.110  0.082
O1 2.536 1.727 -0.618  -0.190
C29 3.360 0.650 -1.006  -0.179
C30 2.839 -0.650 -0.476  -0.277
C31 3.772 -1.750 -0.382  -0.027
C32 3.397 -2.899 0.184  -0.022
C33 2.042 -3.120 0.780  -0.234
C34 1.096 -1.913 0.506  -0.577
N2 1.611 -0.757 -0.152  0.014
H30 2.736 2.459 -1.213  0.070
H31 4.374 0.805 -0.611  0.138
H32 3.422 0.574 -2.100  0.142
H33 4.752 -1.625 -0.811  0.121
H34 4.064 -3.751 0.210  0.129
H35 2.383 -5.184 0.430  0.080
H36 -0.730 -2.792 0.361  0.059
O2 -2.688 1.662 -1.962  -0.154
H37 -3.402 1.020 -1.973  0.058
H38 -2.592 2.001 -2.859  0.000
O3 -2.072 0.763 1.341  -0.248
H39 -1.634 1.285 2.046  -0.042
H40 -2.957 0.570 1.652  0.049
Br1 0.321 2.166 -3.009  0.145
C35 0.500 5.446 -1.670  -0.019
C36 -0.803 5.033 -1.112  -0.373
N3 -1.024 3.985 -0.347  -0.008
C37 -2.356 4.006 -0.045  -0.166
C38 -2.945 5.072 -0.640  -0.054
N4 -1.948 5.728 -1.314  -0.011
C39 -2.104 6.843 -2.213  -0.063
N5 -1.715 6.474 -3.540  -0.064
N6 -0.703 7.110 -4.173  0.053
N7 -0.475 6.577 -5.289  0.080
C40 -1.319 5.519 -5.467  -0.219
C41 -1.466 4.606 -6.509  0.001
C42 -2.422 3.630 -6.353  -0.079
C43 -3.229 3.555 -5.210  -0.088
C44 -3.115 4.455 -4.173  -0.022
C45 -2.142 5.435 -4.317  -0.161
H41 1.300 4.892 -1.185  0.078
H42 0.652 6.516 -1.542  0.089
H43 0.535 5.226 -2.736  0.053
H44 -2.785 3.250 0.575  0.097
H45 -3.958 5.418 -0.622  0.122
H46 -1.452 7.676 -1.921  0.145
H47 -3.151 7.171 -2.176  0.149
H48 -0.860 4.680 -7.395  0.117
H49 -2.570 2.903 -7.135  0.106
H50 -3.975 2.774 -5.155  0.107
H51 -3.748 4.409 -3.300  0.105
O4 -0.748 2.387 3.062  -0.556
S2 0.408 3.125 2.499  0.892
C46 1.547 3.434 3.930  -0.294
C47 1.665 4.938 4.111  -0.234
C48 0.285 5.500 3.798  -0.232
C49 -0.082 4.902 2.456  -0.314
H52 2.501 2.953 3.723  0.086
H53 1.076 2.958 4.788  0.091
H54 2.398 5.352 3.413  0.116
H55 1.983 5.182 5.125  0.119
H56 0.288 6.591 3.762  0.119
H57 -0.430 5.180 4.559  0.121
H58 0.506 5.343 1.653  0.084
H59 -1.139 4.959 2.218  0.084

Total energy, a.u.: -6854.0996
Kohn-Sham gap, eV: 7.803
Total charge: +1
LUMO level, eV: -2.177
Energy above the lowest of the compared OMol25 structures with the same formula, charge and spin, eV: 2.138
HOMO, hartree: -0.3668

=====

(4)
Density functional theory data (wB97M-V/def2-TZVPD) for a single C19H23N2O4P molecule at a distorted geometry.

Each line ends with the Löwdin charge.
Element x y z (Å)
C1 -0.740 4.248 0.351  -0.061
C2 -0.683 3.238 -0.767  -0.302
O1 -0.892 1.926 -0.273  -0.251
P1 0.522 1.116 -0.013  0.666
O2 1.361 1.865 0.966  -0.282
C3 1.360 0.884 -1.625  -0.251
C4 0.603 0.621 -2.771  -0.074
C5 1.255 0.505 -4.000  -0.046
C6 2.636 0.616 -4.076  -0.258
C7 3.386 0.431 -5.395  -0.052
C8 3.396 0.870 -2.920  -0.048
C9 2.757 1.003 -1.719  -0.071
N1 0.162 -0.412 0.740  -0.140
C10 -0.980 -1.111 0.156  -0.163
C11 -1.465 -2.261 1.025  -0.137
C12 -2.668 -2.911 0.687  -0.045
C13 -3.171 -3.930 1.476  -0.093
C14 -2.502 -4.296 2.640  -0.087
C15 -1.272 -3.729 2.955  -0.020
C16 -0.716 -2.724 2.132  -0.155
C17 0.529 -2.025 2.525  -0.097
C18 0.479 -0.521 2.225  -0.177
C19 -0.515 0.220 3.186  -0.390
O3 -0.463 -0.045 4.389  0.042
N2 -1.484 1.049 2.677  0.048
O4 -2.535 1.523 3.506  -0.015
H1 -0.526 5.212 -0.071  0.076
H2 -0.016 4.000 1.117  0.070
H3 -1.703 4.234 0.829  0.076
H4 -1.404 3.463 -1.539  0.116
H5 0.263 3.303 -1.304  0.108
H6 -0.500 0.594 -2.749  0.119
H7 0.679 0.329 -4.908  0.113
H8 4.123 -0.369 -5.346  0.074
H9 2.701 0.127 -6.227  0.085
H10 3.958 1.333 -5.653  0.082
H11 4.486 0.869 -2.894  0.121
H12 3.328 1.255 -0.775  0.133
H13 -1.849 -0.425 -0.030  0.124
H14 -0.594 -1.529 -0.769  0.121
H15 -3.271 -2.644 -0.185  0.115
H16 -4.119 -4.404 1.221  0.104
H17 -2.866 -5.045 3.316  0.095
H18 -0.733 -4.090 3.831  0.116
H19 0.768 -2.158 3.554  0.111
H20 1.366 -2.431 1.979  0.128
H21 1.468 -0.138 2.402  0.134
H22 -1.541 1.145 1.667  0.106
H23 -2.380 1.218 4.455  0.130

Total energy, a.u.: -1489.6634
Kohn-Sham gap, eV: 9.485
Total charge: 0
LUMO level, eV: 0.577
SMILES string: CCO[P@](=O)(c1ccc(C)cc1)N1Cc2ccccc2C[C@@H]1C(=O)NO
HOMO, hartree: -0.3274